{"formula": "C85H200F15N10O25S5", "method": "ωB97M-V/def2-TZVPD", "species": ["C", "C", "N", "C", "C", "C", "C", "C", "O", "C", "H", "H", "H", "H", "H", "H", "H", "H", "H", "H", "H", "H", "H", "H", "H", "H", "H", "H", "H", "H", "C", "C", "N", "C", "C", "C", "C", "C", "O", "C", "H", "H", "H", "H", "H", "H", "H", "H", "H", "H", "H", "H", "H", "H", "H", "H", "H", "H", "H", "H", "C", "C", "N", "C", "C", "C", "C", "C", "O", "C", "H", "H", "H", "H", "H", "H", "H", "H", "H", "H", "H", "H", "H", "H", "H", "H", "H", "H", "H", "H", "C", "C", "N", "C", "C", "C", "C", "C", "O", "C", "H", "H", "H", "H", "H", "H", "H", "H", "H", "H", "H", "H", "H", "H", "H", "H", "H", "H", "H", "H", "C", "C", "N", "C", "C", "C", "C", "C", "O", "C", "H", "H", "H", "H", "H", "H", "H", "H", "H", "H", "H", "H", "H", "H", "H", "H", "H", "H", "H", "H", "C", "C", "N", "C", "C", "C", "C", "C", "O", "C", "H", "H", "H", "H", "H", "H", "H", "H", "H", "H", "H", "H", "H", "H", "H", "H", "H", "H", "H", "H", "C", "C", "N", "C", "C", "C", "C", "C", "O", "C", "H", "H", "H", "H", "H", "H", "H", "H", "H", "H", "H", "H", "H", "H", "H", "H", "H", "H", "H", "H", "C", "C", "N", "C", "C", "C", "C", "C", "O", "C", "H", "H", "H", "H", "H", "H", "H", "H", "H", "H", "H", "H", "H", "H", "H", "H", "H", "H", "H", "H", "C", "C", "N", "C", "C", "C", "C", "C", "O", "C", "H", "H", "H", "H", "H", "H", "H", "H", "H", "H", "H", "H", "H", "H", "H", "H", "H", "H", "H", "H", "C", "C", "N", "C", "C", "C", "C", "C", "O", "C", "H", "H", "H", "H", "H", "H", "H", "H", "H", "H", "H", "H", "H", "H", "H", "H", "H", "H", "H", "H", "C", "F", "F", "F", "S", "O", "O", "O", "C", "F", "F", "F", "S", "O", "O", "O", "C", "F", "F", "F", "S", "O", "O", "O", "C", "F", "F", "F", "S", "O", "O", "O", "C", "F", "F", "F", "S", "O", "O", "O"], "positions_angstrom": [[-6.047, -0.488, -36.959], [-7.162, 0.365, -36.529], [-8.279, -0.396, -35.784], [-7.663, -1.278, -34.811], [-9.178, 0.691, -35.109], [-8.420, 1.620, -34.200], [-9.079, -1.305, -36.745], [-9.290, -0.705, -38.159], [-9.566, 0.673, -38.099], [-10.203, 1.210, -39.276], [-6.286, -1.199, -37.752], [-5.562, -1.072, -36.163], [-5.273, 0.177, -37.335], [-7.565, 0.921, -37.372], [-6.833, 1.098, -35.772], [-7.043, -0.704, -34.146], [-7.109, -2.026, -35.342], [-8.489, -1.850, -34.382], [-9.906, 0.098, -34.509], [-9.678, 1.160, -35.972], [-7.903, 2.517, -34.644], [-7.694, 1.145, -33.529], [-9.181, 2.071, -33.548], [-10.010, -1.563, -36.173], [-8.480, -2.224, -36.794], [-10.142, -1.272, -38.590], [-8.454, -0.962, -38.752], [-10.479, 2.226, -38.956], [-11.042, 0.559, -39.532], [-9.474, 1.327, -40.058], [-4.768, 3.217, -29.630], [-3.629, 2.977, -30.614], [-2.301, 2.636, -30.030], [-1.294, 2.463, -31.125], [-1.979, 3.724, -29.030], [-2.041, 5.171, -29.539], [-2.442, 1.317, -29.414], [-1.213, 0.714, -28.798], [-1.477, 0.006, -27.642], [-0.255, -0.225, -26.948], [-4.570, 3.808, -28.743], [-5.124, 2.262, -29.170], [-5.535, 3.825, -30.206], [-3.358, 3.854, -31.171], [-3.873, 2.236, -31.405], [-1.443, 1.478, -31.481], [-0.340, 2.616, -30.725], [-1.436, 3.248, -31.836], [-0.988, 3.547, -28.703], [-2.606, 3.575, -28.105], [-1.374, 5.299, -30.423], [-1.592, 5.735, -28.675], [-3.027, 5.567, -29.754], [-2.814, 0.651, -30.184], [-3.250, 1.329, -28.694], [-0.488, 1.511, -28.530], [-0.658, 0.148, -29.632], [0.399, -0.560, -27.739], [-0.370, -1.002, -26.131], [0.201, 0.721, -26.634], [-4.352, -7.655, -42.056], [-5.535, -7.241, -41.164], [-6.223, -5.885, -41.412], [-7.257, -5.751, -40.322], [-5.198, -4.760, -41.360], [-4.442, -4.708, -40.049], [-6.940, -6.037, -42.757], [-7.599, -4.763, -43.290], [-8.761, -4.365, -42.496], [-9.236, -3.120, -43.033], [-4.108, -8.720, -42.009], [-3.465, -7.131, -41.743], [-4.550, -7.465, -43.132], [-5.226, -7.194, -40.127], [-6.351, -7.958, -41.106], [-8.048, -6.500, -40.565], [-7.731, -4.783, -40.505], [-6.796, -5.867, -39.340], [-5.729, -3.859, -41.548], [-4.484, -4.876, -42.193], [-3.681, -3.889, -40.104], [-3.812, -5.575, -39.795], [-5.139, -4.444, -39.206], [-7.732, -6.774, -42.733], [-6.255, -6.448, -43.475], [-7.799, -4.947, -44.398], [-6.878, -3.911, -43.329], [-10.058, -2.763, -42.445], [-9.608, -3.211, -44.029], [-8.418, -2.417, -42.945], [4.033, -2.201, -37.415], [4.523, -2.443, -36.051], [4.079, -1.546, -34.957], [4.794, -0.265, -35.192], [2.586, -1.278, -34.968], [2.032, -0.163, -34.057], [4.547, -2.117, -33.648], [3.966, -3.422, -33.144], [2.604, -3.275, -32.972], [1.979, -4.071, -32.008], [4.724, -2.788, -38.020], [4.104, -1.180, -37.808], [3.001, -2.586, -37.560], [5.601, -2.406, -36.003], [4.165, -3.460, -35.793], [4.516, 0.518, -34.477], [4.566, 0.021, -36.206], [5.836, -0.528, -35.114], [2.082, -2.221, -34.899], [2.365, -0.996, -35.957], [2.638, 0.747, -34.162], [1.997, -0.416, -32.977], [1.104, 0.024, -34.536], [4.382, -1.314, -32.929], [5.646, -2.263, -33.742], [4.446, -3.571, -32.169], [4.263, -4.229, -33.879], [0.917, -3.766, -31.959], [2.379, -3.987, -30.984], [1.948, -5.127, -32.315], [-3.814, -6.362, -34.750], [-2.268, -6.334, -34.562], [-1.632, -4.955, -34.652], [-0.103, -5.191, -34.842], [-2.141, -4.330, -35.982], [-1.499, -3.062, -36.487], [-1.953, -4.029, -33.459], [-1.669, -4.631, -32.076], [-1.482, -3.475, -31.254], [-1.446, -3.775, -29.891], [-4.301, -5.731, -34.041], [-4.152, -7.356, -34.485], [-4.139, -6.213, -35.798], [-1.674, -6.912, -35.334], [-1.895, -6.606, -33.581], [0.254, -5.952, -34.112], [0.330, -4.212, -34.566], [0.042, -5.619, -35.828], [-3.217, -4.186, -35.899], [-1.977, -5.107, -36.719], [-1.629, -2.250, -35.778], [-2.083, -2.750, -37.366], [-0.453, -3.146, -36.671], [-3.042, -3.689, -33.623], [-1.356, -3.194, -33.561], [-0.824, -5.337, -32.024], [-2.564, -5.223, -31.792], [-1.112, -2.805, -29.466], [-0.721, -4.542, -29.690], [-2.425, -4.157, -29.558], [5.670, -7.421, -35.193], [5.543, -8.346, -36.336], [4.454, -9.354, -36.396], [4.637, -10.093, -37.689], [4.561, -10.225, -35.233], [3.969, -11.602, -35.269], [3.086, -8.804, -36.425], [2.607, -7.972, -37.549], [3.088, -6.681, -37.352], [2.569, -5.815, -38.325], [6.135, -7.966, -34.366], [4.707, -6.914, -34.929], [6.377, -6.643, -35.473], [6.442, -8.985, -36.287], [5.461, -7.793, -37.286], [5.517, -10.747, -37.633], [4.818, -9.401, -38.491], [3.758, -10.692, -37.844], [4.204, -9.692, -34.324], [5.611, -10.379, -35.031], [4.176, -11.996, -34.277], [4.544, -12.281, -35.918], [2.948, -11.542, -35.482], [2.972, -8.202, -35.569], [2.438, -9.634, -36.190], [1.490, -7.978, -37.468], [2.869, -8.339, -38.531], [3.151, -6.010, -39.208], [2.804, -4.764, -38.097], [1.499, -6.011, -38.491], [-0.249, -9.371, -28.303], [-0.763, -10.639, -28.989], [-1.696, -11.490, -28.212], [-2.822, -10.662, -27.578], [-2.322, -12.386, -29.265], [-2.980, -11.838, -30.496], [-0.996, -12.171, -27.081], [0.356, -12.839, -27.335], [1.294, -11.782, -27.416], [2.624, -12.133, -27.682], [-1.094, -8.619, -28.361], [0.601, -8.990, -28.844], [0.122, -9.632, -27.277], [0.031, -11.325, -29.301], [-1.220, -10.290, -29.886], [-3.299, -9.913, -28.242], [-2.329, -10.135, -26.769], [-3.554, -11.276, -27.181], [-3.080, -12.917, -28.739], [-1.613, -13.140, -29.442], [-2.413, -11.280, -31.196], [-3.785, -11.217, -30.149], [-3.509, -12.687, -31.011], [-1.730, -12.827, -26.596], [-0.814, -11.414, -26.318], [0.406, -13.472, -28.291], [0.572, -13.491, -26.502], [3.198, -11.335, -28.074], [2.659, -12.895, -28.497], [3.078, -12.439, -26.727], [-13.135, -5.100, -30.829], [-12.495, -6.153, -29.940], [-10.908, -6.060, -30.014], [-10.491, -4.727, -29.526], [-10.454, -7.270, -29.227], [-10.609, -7.227, -27.741], [-10.524, -6.204, -31.555], [-9.034, -6.235, -31.818], [-8.644, -4.825, -31.956], [-7.284, -4.709, -32.384], [-12.810, -4.055, -30.587], [-14.213, -5.002, -30.718], [-12.939, -5.223, -31.910], [-12.786, -7.127, -30.332], [-12.733, -6.005, -28.899], [-10.521, -4.068, -30.419], [-9.436, -4.658, -29.146], [-11.147, -4.409, -28.751], [-9.389, -7.352, -29.492], [-10.947, -8.148, -29.691], [-11.703, -7.185, -27.487], [-10.149, -6.328, -27.311], [-10.149, -8.097, -27.377], [-10.845, -5.377, -32.179], [-10.938, -7.175, -31.808], [-8.900, -6.773, -32.739], [-8.425, -6.708, -31.100], [-6.612, -5.075, -31.536], [-7.179, -3.684, -32.608], [-7.026, -5.347, -33.238], [-5.098, -2.446, -24.101], [-4.169, -2.911, -25.187], [-4.733, -4.064, -25.990], [-5.252, -5.029, -24.977], [-5.925, -3.587, -26.842], [-5.612, -3.058, -28.212], [-3.696, -4.684, -26.876], [-2.655, -5.589, -26.256], [-1.861, -4.877, -25.288], [-0.857, -5.625, -24.622], [-6.072, -2.270, -24.515], [-4.637, -1.593, -23.670], [-5.243, -3.114, -23.279], [-3.218, -3.163, -24.815], [-3.986, -2.086, -25.804], [-6.057, -4.597, -24.349], [-4.509, -5.359, -24.299], [-5.662, -5.954, -25.464], [-6.378, -2.918, -26.157], [-6.477, -4.497, -26.991], [-6.531, -2.662, -28.624], [-5.112, -3.767, -28.910], [-5.046, -2.152, -28.268], [-3.237, -3.851, -27.375], [-4.186, -5.289, -27.642], [-2.031, -6.000, -27.104], [-3.148, -6.497, -25.781], [-0.181, -5.942, -25.408], [-1.277, -6.587, -24.187], [-0.412, -5.042, -23.851], [-5.913, -9.924, -37.931], [-5.230, -11.247, -37.676], [-3.701, -11.244, -37.652], [-3.231, -12.657, -37.433], [-3.131, -10.756, -39.008], [-3.459, -11.547, -40.232], [-3.105, -10.375, -36.581], [-3.529, -10.578, -35.150], [-4.881, -10.022, -35.002], [-5.807, -10.630, -34.071], [-5.330, -9.079, -37.588], [-6.919, -9.911, -37.534], [-6.089, -9.721, -38.990], [-5.437, -12.002, -38.448], [-5.527, -11.749, -36.737], [-3.239, -12.969, -36.360], [-2.218, -12.667, -37.847], [-3.847, -13.268, -38.024], [-2.061, -10.641, -38.822], [-3.467, -9.766, -39.197], [-4.499, -11.610, -40.481], [-3.018, -12.557, -40.129], [-2.949, -11.135, -41.129], [-3.335, -9.378, -36.896], [-2.020, -10.401, -36.636], [-2.821, -10.085, -34.482], [-3.466, -11.619, -34.764], [-6.420, -9.777, -33.618], [-5.333, -11.277, -33.312], [-6.531, -11.241, -34.576], [-5.881, -8.677, -29.932], [-4.735, -8.815, -30.581], [-6.856, -8.233, -30.788], [-6.302, -9.840, -29.436], [-5.621, -7.239, -28.700], [-5.395, -6.125, -29.549], [-6.883, -7.195, -27.953], [-4.470, -7.695, -27.923], [0.695, -10.055, -32.874], [1.180, -10.933, -33.742], [-0.619, -10.275, -32.753], [1.266, -10.227, -31.686], [1.220, -8.304, -33.414], [2.653, -8.278, -33.252], [0.851, -8.237, -34.830], [0.489, -7.442, -32.514], [-5.129, -1.062, -31.593], [-6.326, -1.570, -31.909], [-5.224, -0.007, -30.716], [-4.425, -2.002, -30.966], [-4.157, -0.462, -33.037], [-2.892, -0.157, -32.412], [-4.147, -1.476, -34.043], [-4.861, 0.731, -33.513], [-8.573, -5.836, -35.953], [-8.141, -6.710, -35.055], [-9.317, -6.478, -36.884], [-9.345, -4.989, -35.278], [-7.016, -5.040, -36.679], [-7.483, -4.017, -37.627], [-6.207, -4.476, -35.565], [-6.466, -6.263, -37.303], [-0.728, -7.658, -40.415], [0.584, -7.626, -40.545], [-1.234, -6.841, -41.339], [-1.112, -8.925, -40.816], [-1.394, -7.425, -38.673], [-0.739, -8.490, -37.889], [-0.928, -6.073, -38.340], [-2.793, -7.537, -38.854]], "forces_ev_per_a": [[1.6, -1.1, -0.2], [-0.6, 0.7, 1.2], [-0.3, 1.4, -1.8], [-0.8, -0.8, 0.3], [0.0, -1.5, -0.7], [0.2, 1.6, 0.6], [-0.1, 0.6, 0.9], [-1.7, -0.7, 1.3], [-0.2, -0.3, -0.2], [0.3, 0.3, 1.4], [-0.2, 0.1, -0.1], [-0.2, 0.4, -0.1], [0.1, 0.0, -0.2], [-0.4, -0.1, 0.3], [0.2, -0.4, -0.5], [0.1, -0.1, 0.4], [0.7, -0.3, -0.1], [0.2, 0.3, 0.7], [0.4, 0.4, -0.5], [0.1, 0.0, 0.7], [-0.6, -1.1, 0.0], [-0.2, -0.1, -0.3], [0.1, -0.1, 0.0], [0.6, 0.5, -0.8], [-0.3, 0.2, -0.4], [0.2, 0.3, 0.1], [1.2, 0.1, -0.8], [-0.4, -0.5, -0.4], [0.0, 0.4, -0.3], [0.2, -0.3, -0.7], [-0.8, -0.2, -0.3], [-0.2, 0.1, -1.1], [-0.4, 0.0, 0.6], [-1.0, 1.1, 0.5], [-0.7, 0.3, 0.7], [1.2, -0.2, 0.6], [-1.1, -1.5, 0.8], [2.1, 0.9, -1.2], [-0.8, -0.4, 0.5], [0.1, -0.6, -0.1], [0.6, 0.4, -0.2], [-0.3, 0.7, -1.0], [0.5, -1.3, 0.8], [-0.5, 0.7, -0.3], [0.0, 0.1, 0.7], [0.0, -0.7, -0.9], [1.5, -0.1, 0.8], [-0.3, 0.2, -0.7], [1.1, -0.3, 0.2], [0.4, 0.0, -1.2], [-0.5, 0.1, 0.6], [-0.5, -0.2, -1.0], [-0.1, -0.1, 0.0], [0.0, 0.0, -0.4], [0.1, 0.4, 0.5], [-0.2, 0.0, -0.2], [-0.6, 0.1, 1.3], [0.8, -0.8, 0.1], [0.0, 1.2, -1.0], [-0.3, -0.1, 0.6], [-0.9, 0.4, -0.7], [0.1, -0.2, 0.6], [0.3, -1.8, -0.6], [-0.7, 0.2, -1.1], [0.7, -1.0, -0.4], [0.3, 1.0, 1.1], [-0.5, 1.4, 0.0], [0.2, 0.6, -0.5], [1.2, -0.5, -1.6], [0.4, -0.4, 1.0], [-0.4, 0.1, 0.4], [0.3, 0.3, -0.1], [0.2, 0.0, 0.6], [0.4, 0.1, 0.2], [-0.1, -0.1, -0.6], [0.7, 0.4, 0.6], [0.2, -0.1, 0.5], [-0.3, 0.0, -0.3], [-0.5, 0.8, 0.1], [-0.5, -0.3, 0.2], [-0.8, -0.4, -0.1], [-0.7, 0.0, -0.2], [0.8, -0.4, -0.6], [-0.1, -0.3, 0.9], [0.6, 0.3, -0.3], [-0.4, 0.1, 1.4], [-0.4, -0.5, 0.2], [-0.4, 0.0, 0.6], [0.1, -0.2, -0.9], [0.1, 0.5, -0.3], [-0.8, 0.2, -1.5], [-0.4, -1.6, 0.9], [-0.7, 0.5, 0.7], [0.1, 0.1, 0.3], [0.2, 0.1, 0.4], [1.9, -0.8, 0.3], [1.0, 0.5, 0.4], [0.7, -0.2, -0.8], [-0.6, 0.6, -0.3], [-1.3, -1.0, 0.4], [-0.3, -0.1, -0.4], [0.0, -0.2, 0.2], [0.7, 0.3, 0.0], [0.3, -0.2, 0.0], [0.5, 0.5, 0.1], [0.2, -0.5, -0.2], [0.0, 0.4, -0.2], [0.5, 0.4, 0.0], [-0.2, -0.5, 0.7], [0.1, 0.7, -1.4], [-0.4, -0.2, 0.0], [-0.4, 0.0, -0.8], [-1.2, 0.4, 0.3], [0.0, -0.1, 0.1], [-0.6, 0.2, 0.0], [0.2, -0.3, -0.2], [-0.5, 0.3, 1.0], [0.6, 0.1, 0.0], [0.3, 0.1, -0.4], [0.3, 0.1, 0.2], [1.5, -0.9, -0.5], [0.4, 0.3, -0.6], [0.4, 0.8, -1.3], [-1.1, 0.3, 1.9], [-0.1, -0.4, 0.2], [-1.0, 0.5, 0.8], [-2.2, -2.1, -1.0], [-1.0, 0.2, -0.2], [-0.1, -0.9, -1.2], [-0.1, 0.9, 0.0], [-0.4, 0.9, 0.2], [0.1, -0.5, 0.0], [0.2, 0.2, 0.7], [-1.0, 0.3, 0.8], [-0.4, -0.9, 0.2], [-0.6, 0.7, -0.4], [0.3, -0.6, -0.8], [0.2, 0.5, -0.3], [0.0, 0.0, 0.4], [0.0, -0.2, 0.0], [-0.1, 0.2, 0.3], [0.5, -0.2, 0.1], [0.7, -0.2, -0.6], [1.7, -0.6, 0.5], [1.3, 1.9, -0.4], [0.1, 0.4, -0.2], [0.3, 0.3, 0.4], [-0.6, -0.8, 0.5], [0.6, -0.5, 0.3], [0.1, 0.4, 0.2], [-0.9, 0.7, 1.2], [1.0, -0.2, -1.6], [-0.1, 0.1, -1.4], [0.9, -0.8, 0.6], [0.8, -0.4, 2.3], [1.8, -0.3, -0.1], [-0.6, -0.3, 0.8], [-1.2, -0.2, -0.1], [0.4, 0.8, 0.9], [0.3, 0.3, -0.5], [-0.5, 0.4, 0.3], [0.8, -0.5, 0.1], [0.1, 0.0, -0.1], [-0.1, 0.4, -0.7], [0.3, -0.2, 0.4], [-0.2, 0.2, 0.2], [-0.2, 0.3, -0.2], [-0.3, -0.2, -0.3], [-0.1, 0.0, -0.9], [0.6, 0.2, -0.2], [-0.5, -0.1, 0.2], [-0.6, 0.3, -0.2], [-1.6, -0.6, -0.3], [0.1, 0.7, 1.1], [-0.3, -0.3, -0.5], [0.7, -0.1, -0.2], [0.1, -0.2, -0.5], [-0.2, 0.0, -1.0], [-0.4, -0.4, 0.4], [0.3, 0.4, 0.0], [-1.0, -0.5, 1.0], [1.6, 0.8, -0.1], [-1.7, 1.6, -1.1], [1.9, 1.7, -0.8], [-0.1, -1.0, 1.2], [-1.4, -0.6, 0.3], [-0.1, -0.8, 0.7], [0.2, 0.1, -1.7], [-0.8, 0.6, -0.1], [0.0, -1.9, 0.2], [1.1, -0.6, 0.6], [0.2, 0.1, -0.4], [-0.5, 0.7, -0.8], [0.0, 0.3, 0.1], [-0.8, -0.1, -0.5], [0.6, -0.6, 0.0], [-0.2, 0.3, 0.1], [-1.3, -1.5, 0.7], [-0.8, -0.4, 0.6], [1.3, -0.8, -0.7], [0.8, 0.2, -0.6], [-0.5, 0.6, -0.1], [0.8, 0.6, 0.5], [0.2, -0.2, -0.4], [0.1, 0.2, -0.2], [-0.2, 0.7, 1.1], [0.0, -0.3, 0.4], [0.1, 1.3, -0.2], [0.1, 0.0, 0.8], [0.2, -0.4, -0.6], [0.2, 1.8, -0.3], [0.9, 1.1, -1.4], [-2.1, -0.5, -1.5], [1.7, 0.6, -0.8], [1.6, -0.2, -1.5], [-2.1, 2.0, -0.3], [1.0, -1.1, 1.8], [-0.6, 2.4, -0.4], [-0.2, -1.8, -0.3], [0.4, -1.8, 1.6], [0.0, -0.9, 0.0], [-0.1, -0.6, 0.2], [-0.1, -0.2, 0.6], [0.3, -0.1, 0.5], [-0.2, -0.2, 0.2], [-0.1, -0.2, 0.9], [-0.9, -0.7, -0.5], [-0.5, 0.3, 0.5], [-0.2, -0.1, 0.4], [0.1, 0.5, 0.3], [1.1, -0.4, 0.1], [0.1, -0.4, 0.0], [0.5, -1.1, 0.8], [-0.8, 0.0, 0.5], [-0.4, 0.1, -0.3], [0.2, -0.1, -0.7], [0.6, -0.5, 1.1], [-0.6, 0.8, -0.9], [0.6, 1.0, -0.3], [-0.4, 0.3, -0.1], [0.1, -0.5, -0.1], [-0.8, -0.4, 0.4], [0.1, -0.2, 0.7], [-2.0, -1.3, -0.5], [1.4, -1.2, -0.2], [0.5, 0.4, -0.7], [0.2, -0.4, -0.2], [0.5, -1.0, 1.0], [-1.1, 0.2, -0.4], [-1.3, -2.1, -1.1], [-0.5, 0.8, 0.2], [0.0, 1.2, 0.2], [0.2, -0.6, 0.4], [1.1, -0.9, 0.5], [0.0, 1.1, -1.6], [0.5, -0.1, -0.9], [1.2, 0.0, 0.5], [0.4, 1.0, 0.1], [-1.0, 0.7, 0.0], [-0.7, -0.3, 0.2], [-0.6, -0.6, -0.3], [-0.9, 0.3, 0.6], [0.9, 0.6, 0.6], [0.4, 0.4, -0.2], [-0.2, 0.1, 0.2], [-0.5, 0.5, 0.7], [0.5, 1.0, -0.5], [0.8, 0.0, 0.2], [0.3, 1.1, -0.2], [0.3, 0.5, 0.4], [0.2, 0.2, -0.8], [0.2, -1.2, 0.1], [0.0, -0.3, -0.1], [1.0, 0.9, 0.6], [0.3, 0.4, 0.5], [1.4, -1.5, -0.4], [0.2, 0.4, 0.0], [-1.7, -0.5, 0.7], [0.8, -0.8, 0.4], [0.0, 1.4, 0.4], [-0.2, 0.2, 0.5], [0.0, 0.0, 0.6], [0.3, -0.3, -0.2], [-0.2, 0.4, 0.1], [0.1, 0.6, -0.3], [-0.1, 0.5, -1.0], [-0.1, -0.3, 0.4], [-0.7, -1.1, -0.6], [0.0, -0.3, -0.2], [-0.5, 1.0, 0.5], [-0.6, -0.1, 0.1], [-0.5, 0.2, -0.3], [-0.2, 0.1, 0.8], [-0.2, 0.8, 0.1], [0.1, -0.4, -0.3], [0.0, 0.6, -0.2], [-0.4, 0.3, -0.6], [1.1, -1.2, -0.3], [0.0, 0.6, -0.1], [-0.3, -0.5, -0.6], [-1.1, 2.2, 0.8], [0.1, -0.7, -0.6], [0.7, -0.7, 0.0], [0.5, 0.2, -0.1], [-1.5, -2.9, 1.8], [0.6, 1.5, -1.2], [0.9, 0.1, -0.5], [-0.2, 0.2, -0.3], [0.9, 1.7, -0.4], [0.1, -0.5, -0.1], [-0.1, 0.2, 0.0], [-0.1, -0.6, 0.5], [-0.4, -0.5, -1.4], [0.4, -0.3, 0.5], [-0.7, -0.1, 1.0], [-0.4, 0.1, 0.2], [0.8, 0.6, 0.0], [0.2, 0.6, 0.5], [-0.7, -0.9, -0.5], [-0.2, -0.4, 0.3], [-0.4, 2.5, -1.4], [0.5, -0.2, 0.6], [0.1, -1.6, -0.1], [-0.2, -0.5, 0.9], [0.6, 0.4, -0.5], [0.1, -1.0, 0.3], [0.6, 0.6, 0.7], [-0.4, 0.5, -0.2], [1.1, 0.0, -0.2], [0.1, -0.8, 0.8], [-1.6, -1.0, -1.4], [-0.2, 1.4, 0.6], [-0.6, -1.7, -0.7], [0.5, 0.3, 0.6], [-0.2, 0.5, 0.5], [0.1, 0.5, 0.4], [3.5, 0.7, 0.6], [-0.9, 0.9, -1.0], [-0.2, -0.9, -0.1], [-2.2, -0.5, -0.2]], "total_charge": 5, "e_lumo_ev": -6.721, "homo_lumo_gap_ev": 9.801}